DFT (ωB97M-V/def2-TZVPD) results for the molecule C4H8N2O at a distorted geometry.

Element x y z (Å)
C 0.777 1.029 0.485
C -0.081 -0.720 -0.354
C 0.895 -1.830 -0.319
N -0.285 -1.677 0.544
C -0.480 0.671 -0.723
O -0.185 1.237 -1.791
N -1.710 0.932 0.028
H 0.699 0.628 1.497
H 1.751 0.902 0.019
H 0.552 2.099 0.510
H 0.836 -2.658 -1.020
H 1.892 -1.606 0.055
H -0.411 -1.619 1.541
H -1.796 1.938 0.141
H -2.456 0.674 -0.613

Results
HOMO energy ... -8.1985 eV
Maximum force ... 1.06 eV/A
Energy relative to the best compared isomer or geometry (same formula, charge and spin) ... 521.1 kJ/mol
Molar mass ... 100.1 g/mol
HOMO-LUMO gap ... 0.3138 Ha
Energy ... -9300.992 eV

***

DFT (ωB97M-V/def2-TZVPD) results for a 2-piece molecular cluster, C25H44N2O4P2S overall at a distorted geometry.

Element x y z (Å)
C 2.927 -2.664 7.644
C 3.073 -1.892 6.252
C 3.580 -2.698 5.015
C 3.757 -2.050 3.628
C 3.413 -0.532 3.420
C 3.517 0.221 2.021
P 1.723 0.640 1.373
N 1.925 -0.127 -0.244
C 1.670 -1.418 -0.202
S 0.924 -2.944 -0.407
P 2.539 2.434 0.395
O 1.434 3.286 -0.327
O 1.249 -0.853 2.121
C -0.026 -0.485 2.754
C -0.827 0.227 1.546
C -2.388 0.549 1.698
C -3.166 -0.344 2.778
C -3.412 -1.881 2.362
C -2.933 -2.278 0.885
C -2.753 -2.915 3.438
O 0.095 1.254 1.079
C 2.935 0.293 4.671
C 2.766 -0.373 6.051
H 3.427 -1.994 8.437
H 3.502 -3.655 7.603
H 1.837 -2.822 7.972
H 3.799 -3.806 5.148
H 4.101 -2.642 2.722
H 4.049 1.244 2.128
H 4.068 -0.420 1.231
H 1.659 1.477 2.545
H 3.292 3.266 1.318
H 3.505 2.000 -0.595
H -0.545 -1.299 3.362
H 0.090 0.371 3.528
H -0.821 -0.517 0.654
H -2.463 1.650 2.049
H -2.944 0.520 0.691
H -4.210 0.139 2.901
H -2.698 -0.336 3.822
H -4.545 -2.093 2.409
H -3.250 -1.557 0.063
H -3.359 -3.328 0.650
H -1.786 -2.431 0.903
H -3.367 -3.892 3.462
H -1.692 -3.126 3.052
H -2.728 -2.463 4.497
H 2.705 1.413 4.555
H 2.404 0.210 6.963
C -1.487 2.666 -3.248
C -0.898 1.255 -3.513
C 0.610 1.364 -3.841
C 0.901 1.873 -5.249
C 0.134 1.067 -6.292
C -1.385 1.002 -6.005
N -1.680 0.588 -4.600
O -1.466 -0.711 -4.513
C -2.026 2.380 -6.302
C -2.047 0.066 -7.051
C -1.034 0.534 -2.149
H -2.569 2.685 -3.415
H -1.331 2.977 -2.212
H -1.027 3.443 -3.859
H 1.083 0.379 -3.732
H 1.103 2.018 -3.115
H 0.657 2.936 -5.331
H 1.975 1.793 -5.448
H 0.310 1.499 -7.281
H 0.551 0.053 -6.325
H -3.082 2.393 -6.016
H -1.976 2.608 -7.370
H -1.529 3.211 -5.807
H -1.613 -0.937 -7.052
H -1.915 0.459 -8.062
H -3.122 -0.026 -6.870
H -2.085 0.418 -1.868
H -0.541 1.103 -1.352
H -0.562 -0.452 -2.143

Results
HOMO energy ... -6.8714 eV
Maximum force ... 9.55 eV/A
Molar mass ... 530.7 g/mol
HOMO-LUMO gap ... 0.0657 Ha
Energy ... -67208.634 eV

***

DFT (ωB97M-V/def2-TZVPD) results for C17H17FeIN5OS as an isolated structure at a distorted geometry.

Element x y z (Å)
Fe 0.061 0.560 0.030
O -1.004 -0.402 1.176
C -1.385 -0.305 2.461
C -2.071 -1.375 3.057
C -2.472 -1.302 4.375
C -2.187 -0.164 5.126
C -1.522 0.886 4.563
C -1.112 0.843 3.218
C -0.414 1.938 2.607
N 0.349 1.908 1.503
C 0.856 3.184 1.325
C 0.407 3.984 2.317
N -0.387 3.187 3.112
H -2.259 -2.244 2.442
H -2.994 -2.132 4.830
H -2.481 -0.116 6.164
H -1.285 1.741 5.184
H 1.518 3.436 0.514
H 0.579 5.027 2.516
H -0.901 3.507 3.917
S 1.899 -0.856 -0.036
C 3.316 -0.240 -0.771
N 4.215 -1.016 -1.347
C 5.383 -0.269 -1.831
C 5.085 1.159 -1.330
N 3.708 1.032 -0.825
H 4.112 -2.016 -1.428
H 5.446 -0.323 -2.917
H 6.300 -0.673 -1.410
H 5.143 1.899 -2.124
H 5.759 1.456 -0.528
H 3.280 1.740 -0.255
I -2.075 2.389 -0.904
C -0.621 2.076 -2.369
C -0.443 2.941 -3.427
C 0.505 2.584 -4.378
C 1.207 1.392 -4.234
C 0.975 0.611 -3.122
N 0.080 0.953 -2.180
H -1.027 3.845 -3.514
H 0.679 3.225 -5.232
H 1.919 1.070 -4.980
H 1.491 -0.327 -2.963

Results
HOMO energy (alpha / beta) ... -13.9490 / -14.1844 eV
Maximum force ... 1.02 eV/A
Energy relative to the best compared isomer or geometry (same formula, charge and spin) ... 127.6 kJ/mol
Molar mass ... 522.2 g/mol
Net charge ... +2
HOMO-LUMO gap (alpha / beta) ... 0.1953 / 0.2842 Ha
Energy ... -80711.763 eV
Spin multiplicity ... 2

***

DFT (ωB97M-V/def2-TZVPD) results for C15H13Cl2N3O2S as an isolated structure at a distorted geometry.

Element x y z (Å)
C -1.106 2.135 0.064
C 0.390 1.757 0.292
N 1.111 0.768 -0.125
N 0.708 0.027 -1.126
C 0.170 0.315 -2.384
O -0.399 1.497 -2.646
C -0.297 -0.782 -3.115
N -0.792 -2.036 -2.324
C -0.195 -2.845 -1.441
O 0.888 -2.741 -1.254
C -1.150 -3.943 -0.716
C -2.311 -4.266 -1.024
C -2.698 -5.366 -0.563
C -1.872 -5.892 0.483
S -0.251 -4.970 0.237
H -1.944 -6.562 1.100
H -3.842 -5.769 -0.590
H -3.143 -3.706 -1.879
H -1.889 -2.221 -2.450
H -0.826 -0.655 -3.898
H 0.906 -1.350 -3.288
H 1.016 -0.741 -0.837
C 1.082 2.710 1.439
C 2.357 3.077 1.226
C 3.414 3.632 2.180
C 2.542 4.257 3.111
C 1.231 4.152 3.162
C 0.506 3.177 2.567
H -0.608 3.205 2.647
Cl 0.320 4.755 4.651
Cl 3.463 5.264 4.320
H 4.388 3.978 1.872
H 2.970 2.514 0.320
H -1.084 2.479 -1.074
H -1.577 1.299 0.208
H -1.476 2.846 0.857

Results
HOMO energy ... -9.0463 eV
Maximum force ... 14.27 eV/A
Molar mass ... 370.3 g/mol
HOMO-LUMO gap ... 0.3287 Ha
Energy ... -60199.022 eV

***

DFT (ωB97M-V/def2-TZVPD) results for C2N3Se4Sn as an isolated structure.

Element x y z (Å)
Sn 1.833 0.419 0.944
Se 0.658 1.173 3.184
Se -0.737 -0.641 3.699
Se 0.834 -2.307 3.438
Se 1.136 -2.145 1.134
N -1.328 -0.041 -4.513
C -1.154 0.560 -3.539
N -1.003 1.340 -2.482
C -0.377 0.951 -1.442
N 0.138 0.691 -0.424

Results
HOMO energy ... -4.7182 eV
Maximum force ... 0.13 eV/A
Molar mass ... 500.6 g/mol
Net charge ... -1
HOMO-LUMO gap ... 0.2694 Ha
Energy ... -273764.974 eV

***

DFT (ωB97M-V/def2-TZVPD) results for the molecule C4H7Cl at a distorted geometry.

Element x y z (Å)
C -1.906 -0.626 -0.098
C -0.608 -0.633 0.176
C 0.216 0.472 0.479
C 1.459 0.576 -0.294
Cl 2.922 -0.652 0.107
H -2.419 -1.689 -0.349
H -2.526 0.272 -0.114
H -0.298 -1.694 0.125
H 0.166 0.628 1.621
H -0.169 1.591 0.114
H 2.020 1.502 -0.544
H 1.144 0.254 -1.223

Results
HOMO energy ... -10.0290 eV
Maximum force ... 6.26 eV/A
Energy relative to the best compared isomer or geometry (same formula, charge and spin) ... 158.2 kJ/mol
Molar mass ... 90.6 g/mol
HOMO-LUMO gap ... 0.4038 Ha
Energy ... -16781.731 eV
SMILES ... C=CCCCl

***

Copy entry 4 word for word.
DFT (ωB97M-V/def2-TZVPD) results for C15H13Cl2N3O2S as an isolated structure at a distorted geometry.

Element x y z (Å)
C -1.106 2.135 0.064
C 0.390 1.757 0.292
N 1.111 0.768 -0.125
N 0.708 0.027 -1.126
C 0.170 0.315 -2.384
O -0.399 1.497 -2.646
C -0.297 -0.782 -3.115
N -0.792 -2.036 -2.324
C -0.195 -2.845 -1.441
O 0.888 -2.741 -1.254
C -1.150 -3.943 -0.716
C -2.311 -4.266 -1.024
C -2.698 -5.366 -0.563
C -1.872 -5.892 0.483
S -0.251 -4.970 0.237
H -1.944 -6.562 1.100
H -3.842 -5.769 -0.590
H -3.143 -3.706 -1.879
H -1.889 -2.221 -2.450
H -0.826 -0.655 -3.898
H 0.906 -1.350 -3.288
H 1.016 -0.741 -0.837
C 1.082 2.710 1.439
C 2.357 3.077 1.226
C 3.414 3.632 2.180
C 2.542 4.257 3.111
C 1.231 4.152 3.162
C 0.506 3.177 2.567
H -0.608 3.205 2.647
Cl 0.320 4.755 4.651
Cl 3.463 5.264 4.320
H 4.388 3.978 1.872
H 2.970 2.514 0.320
H -1.084 2.479 -1.074
H -1.577 1.299 0.208
H -1.476 2.846 0.857

Results
HOMO energy ... -9.0463 eV
Maximum force ... 14.27 eV/A
Molar mass ... 370.3 g/mol
HOMO-LUMO gap ... 0.3287 Ha
Energy ... -60199.022 eV

***

What did the fourth record say?
DFT (ωB97M-V/def2-TZVPD) results for C15H13Cl2N3O2S as an isolated structure at a distorted geometry.

Element x y z (Å)
C -1.106 2.135 0.064
C 0.390 1.757 0.292
N 1.111 0.768 -0.125
N 0.708 0.027 -1.126
C 0.170 0.315 -2.384
O -0.399 1.497 -2.646
C -0.297 -0.782 -3.115
N -0.792 -2.036 -2.324
C -0.195 -2.845 -1.441
O 0.888 -2.741 -1.254
C -1.150 -3.943 -0.716
C -2.311 -4.266 -1.024
C -2.698 -5.366 -0.563
C -1.872 -5.892 0.483
S -0.251 -4.970 0.237
H -1.944 -6.562 1.100
H -3.842 -5.769 -0.590
H -3.143 -3.706 -1.879
H -1.889 -2.221 -2.450
H -0.826 -0.655 -3.898
H 0.906 -1.350 -3.288
H 1.016 -0.741 -0.837
C 1.082 2.710 1.439
C 2.357 3.077 1.226
C 3.414 3.632 2.180
C 2.542 4.257 3.111
C 1.231 4.152 3.162
C 0.506 3.177 2.567
H -0.608 3.205 2.647
Cl 0.320 4.755 4.651
Cl 3.463 5.264 4.320
H 4.388 3.978 1.872
H 2.970 2.514 0.320
H -1.084 2.479 -1.074
H -1.577 1.299 0.208
H -1.476 2.846 0.857

Results
HOMO energy ... -9.0463 eV
Maximum force ... 14.27 eV/A
Molar mass ... 370.3 g/mol
HOMO-LUMO gap ... 0.3287 Ha
Energy ... -60199.022 eV

***

Question: The highest molar mass belongs to which entry?
Answer: C25H44N2O4P2S